Entry 1:
{
  "formula": "C20H30B2BrCrF4N5O6Sb",
  "method": "the ωB97M-V functional and the def2-TZVPD basis",
  "symbols": ["Cr", "C", "C", "N", "O", "B", "F", "F", "O", "N", "C", "C", "C", "N", "O", "B", "F", "F", "O", "N", "C", "C", "C", "H", "H", "H", "H", "H", "H", "H", "H", "H", "H", "H", "H", "Br", "C", "C", "C", "C", "C", "N", "C", "O", "O", "H", "H", "H", "C", "C", "Sb", "C", "C", "C", "C", "H", "H", "H", "H", "H", "H", "H", "H", "H", "H", "H", "H", "H", "H", "H"],
  "positions_angstrom": [[-0.19, 1.32, 0.22], [-0.15, 1.48, -4.16], [-0.42, 1.88, -2.75], [0.16, 1.30, -1.76], [0.84, 0.14, -2.13], [2.14, -0.22, -1.57], [2.47, -1.40, -2.18], [3.07, 0.77, -1.54], [1.90, -0.68, -0.03], [1.54, 0.50, 0.61], [2.48, 1.25, 1.07], [3.88, 0.84, 1.28], [2.02, 2.67, 1.31], [0.86, 2.87, 0.81], [0.36, 4.09, 0.79], [-1.15, 4.07, 0.77], [-1.62, 5.22, 0.27], [-1.63, 3.67, 1.99], [-1.50, 2.81, -0.21], [-2.00, 3.30, -1.42], [-1.47, 2.92, -2.52], [-2.09, 3.56, -3.74], [2.85, 3.70, 1.96], [0.76, 0.90, -4.25], [-0.08, 2.37, -4.78], [-0.98, 0.89, -4.54], [4.11, -0.08, 0.77], [4.05, 0.72, 2.36], [4.56, 1.63, 0.94], [-2.85, 4.25, -3.41], [-2.54, 2.81, -4.39], [-1.34, 4.10, -4.31], [3.39, 3.28, 2.81], [2.23, 4.53, 2.28], [3.60, 4.10, 1.26], [0.09, 2.07, 3.98], [-1.47, 1.41, 3.18], [-2.66, 1.48, 3.88], [-3.79, 0.90, 3.34], [-3.67, 0.18, 2.15], [-2.46, 0.17, 1.52], [-1.37, 0.84, 1.98], [-2.15, -0.74, 0.37], [-2.82, -1.70, 0.09], [-0.98, -0.46, -0.20], [-2.69, 1.99, 4.84], [-4.74, 0.98, 3.84], [-4.50, -0.38, 1.73], [-1.19, -3.73, 1.94], [-0.10, -2.68, 1.70], [0.46, -2.49, -0.35], [2.30, -3.56, -0.34], [2.11, -4.91, 0.36], [-0.71, -2.83, -2.09], [-0.73, -4.33, -2.36], [-1.37, -3.80, 3.01], [-0.88, -4.72, 1.61], [-2.13, -3.47, 1.45], [0.84, -2.96, 2.17], [-0.37, -1.68, 2.02], [2.99, -2.91, 0.18], [2.62, -3.66, -1.37], [1.69, -4.82, 1.37], [3.08, -5.39, 0.46], [1.47, -5.59, -0.21], [-0.18, -2.25, -2.85], [-1.67, -2.39, -1.85], [0.26, -4.74, -2.56], [-1.33, -4.49, -3.26], [-1.20, -4.90, -1.56]],
  "nbo_charge": [1.34, -0.68, 0.32, -0.17, -0.58, 1.28, -0.50, -0.50, -0.58, -0.24, 0.41, -0.70, 0.25, -0.12, -0.47, 1.29, -0.48, -0.52, -0.61, 0.00, 0.17, -0.64, -0.69, 0.26, 0.26, 0.26, 0.27, 0.28, 0.28, 0.27, 0.24, 0.24, 0.25, 0.28, 0.27, 0.15, 0.22, -0.24, -0.09, -0.18, 0.06, -0.54, 0.77, -0.56, -0.80, 0.27, 0.26, 0.27, -0.64, -0.76, 2.15, -0.77, -0.64, -0.70, -0.65, 0.25, 0.22, 0.25, 0.25, 0.24, 0.25, 0.26, 0.21, 0.26, 0.23, 0.26, 0.27, 0.23, 0.27, 0.23],
  "homo_ha": [-0.5602, -0.5614],
  "spin_multiplicity": 4,
  "s_squared": 3.781,
  "lumo_ev": [-6.9871, -7.3425],
  "charge": 2,
  "e_above_lowest_kcal_mol": 2.7,
  "gap_ev": [8.26, 7.93]
}



Entry 2:
{
  "formula": "C4H9NO",
  "method": "the ωB97M-V functional and the def2-TZVPD basis",
  "symbols": ["N", "C", "C", "C", "C", "H", "H", "H", "H", "H", "H", "H", "H", "H", "O"],
  "positions_angstrom": [[-0.54, 1.21, 0.94], [-0.71, -0.11, 0.40], [-1.49, -0.31, -0.68], [0.51, -2.32, 0.56], [0.02, -1.14, 1.11], [0.31, 1.23, 1.49], [-0.41, 1.91, 0.21], [-1.69, -1.32, -1.01], [-2.06, 0.52, -1.10], [0.35, -3.34, 0.98], [0.73, -2.44, -0.50], [0.27, -0.93, 2.17], [1.99, 1.75, -1.73], [1.01, 2.83, -1.70], [1.70, 2.46, -1.12]],
  "nbo_charge": [-0.85, 0.14, -0.69, -0.65, -0.41, 0.35, 0.35, 0.19, 0.16, 0.14, 0.14, 0.15, 0.47, 0.45, -0.94],
  "homo_ha": [0.0044, -0.0887],
  "spin_multiplicity": 2,
  "s_squared": 0.760,
  "lumo_ev": [3.6565, 3.5294],
  "charge": -1,
  "e_above_lowest_kcal_mol": 21.5,
  "gap_ev": [3.54, 5.94]
}



Entry 3:
{
  "formula": "C22H20FeNO5S",
  "method": "the ωB97M-V functional and the def2-TZVPD basis",
  "symbols": ["Fe", "O", "N", "C", "C", "C", "C", "C", "S", "H", "H", "H", "H", "O", "C", "O", "C", "C", "C", "C", "C", "C", "H", "H", "H", "H", "H", "C", "C", "C", "C", "C", "C", "C", "C", "C", "C", "O", "O", "H", "H", "H", "H", "H", "H", "H", "H", "H", "H", "H"],
  "positions_angstrom": [[0.58, 1.43, 0.80], [2.02, 2.18, -0.53], [1.62, 2.64, -1.70], [2.52, 2.62, -2.70], [2.23, 3.08, -3.96], [0.94, 3.58, -4.19], [0.03, 3.58, -3.17], [0.34, 3.10, -1.88], [-0.78, 3.07, -0.60], [3.46, 2.19, -2.41], [2.98, 3.03, -4.73], [0.67, 3.95, -5.17], [-0.98, 3.95, -3.32], [-0.06, 1.94, 2.69], [1.05, 1.50, 3.22], [1.91, 1.00, 2.38], [1.30, 1.58, 4.62], [2.53, 1.10, 5.19], [2.76, 1.18, 6.54], [1.81, 1.74, 7.43], [0.60, 2.22, 6.87], [0.35, 2.15, 5.53], [3.27, 0.67, 4.52], [3.71, 0.81, 6.93], [2.01, 1.80, 8.49], [-0.15, 2.65, 7.53], [-0.59, 2.52, 5.12], [-3.39, -5.24, -2.59], [-2.54, -4.03, -2.28], [-1.17, -4.04, -2.52], [-0.37, -2.94, -2.23], [1.10, -2.98, -2.52], [-0.96, -1.81, -1.66], [-2.33, -1.78, -1.39], [-2.97, -0.57, -0.77], [-3.10, -2.89, -1.72], [-0.11, -0.58, -1.35], [0.48, -0.04, -2.29], [-0.11, -0.24, -0.13], [-2.84, -5.96, -3.20], [-4.29, -4.95, -3.14], [-3.71, -5.74, -1.68], [-0.71, -4.93, -2.95], [1.41, -3.97, -2.85], [1.68, -2.71, -1.63], [1.36, -2.24, -3.28], [-2.64, 0.35, -1.25], [-2.67, -0.48, 0.28], [-4.06, -0.64, -0.83], [-4.17, -2.86, -1.53]],
  "nbo_charge": [1.51, -0.65, 0.02, 0.04, -0.30, -0.21, -0.24, 0.04, -0.35, 0.22, 0.20, 0.20, 0.22, -0.87, 0.69, -0.86, -0.29, -0.22, -0.26, -0.40, -0.26, -0.22, 0.20, 0.17, 0.17, 0.17, 0.20, -0.62, -0.04, -0.24, 0.01, -0.64, -0.06, 0.02, -0.64, -0.24, 0.77, -0.71, -0.83, 0.20, 0.20, 0.21, 0.18, 0.19, 0.23, 0.24, 0.24, 0.25, 0.19, 0.19],
  "homo_ha": [0.0707, -0.0569],
  "spin_multiplicity": 6,
  "s_squared": 8.775,
  "lumo_ev": [4.2601, 4.2598],
  "charge": -2,
  "e_above_lowest_kcal_mol": 0.0,
  "gap_ev": [2.33, 5.81]
}



Entry 4:
{
  "formula": "C12H30FO6",
  "method": "the ωB97M-V functional and the def2-TZVPD basis",
  "symbols": ["C", "C", "O", "O", "C", "C", "C", "C", "C", "C", "F", "H", "H", "H", "H", "H", "H", "H", "H", "H", "H", "H", "H", "H", "H", "C", "O", "H", "H", "H", "H", "C", "O", "H", "H", "H", "H", "C", "O", "H", "H", "H", "H", "C", "O", "H", "H", "H", "H"],
  "positions_angstrom": [[1.29, 1.02, 0.94], [2.21, -0.18, 0.88], [3.40, -0.08, 1.17], [1.74, -1.35, 0.41], [0.45, -1.80, 0.89], [-0.40, -2.28, -0.27], [-0.97, -1.12, -1.09], [-2.42, -0.78, -0.70], [-2.49, 0.37, 0.36], [-3.24, 0.08, 1.65], [-2.16, -0.35, 2.59], [1.92, 1.88, 1.13], [0.78, 1.17, 0.00], [0.57, 0.94, 1.75], [0.64, -2.63, 1.57], [-0.05, -1.01, 1.46], [-1.18, -2.92, 0.12], [0.26, -2.89, -0.88], [-0.94, -1.40, -2.15], [-0.33, -0.26, -0.99], [-2.97, -0.47, -1.58], [-2.87, -1.66, -0.25], [-1.47, 0.67, 0.60], [-2.96, 1.22, -0.12], [-3.80, -0.85, 1.52], [-1.16, 3.02, -1.69], [-0.93, 1.82, -2.41], [-0.94, 2.82, -0.64], [-0.51, 3.83, -2.04], [-2.20, 3.33, -1.76], [-1.14, 1.99, -3.33], [5.62, -2.10, 2.26], [6.86, -2.44, 2.88], [5.56, -2.66, 1.32], [4.77, -2.40, 2.89], [5.55, -1.04, 2.04], [6.91, -1.95, 3.71], [4.12, 1.23, -2.10], [4.09, 2.22, -1.08], [3.82, 1.70, -3.03], [5.13, 0.82, -2.22], [3.43, 0.42, -1.87], [4.34, 1.78, -0.26], [-6.68, 0.18, -0.36], [-5.34, 0.61, -0.50], [-6.83, -0.65, -1.05], [-6.87, -0.17, 0.66], [-7.39, 0.98, -0.60], [-5.18, 1.31, 0.14]],
  "nbo_charge": [-0.76, 0.82, -0.64, -0.52, -0.08, -0.42, -0.39, -0.42, -0.47, -0.34, -0.52, 0.24, 0.25, 0.26, 0.18, 0.22, 0.21, 0.19, 0.19, 0.20, 0.20, 0.19, 0.17, 0.18, 0.08, -0.25, -0.72, 0.20, 0.15, 0.17, 0.46, -0.25, -0.74, 0.18, 0.16, 0.18, 0.46, -0.24, -0.73, 0.17, 0.15, 0.17, 0.48, -0.24, -0.73, 0.17, 0.17, 0.14, 0.48],
  "homo_ha": -0.0602,
  "spin_multiplicity": 1,
  "lumo_ev": 2.6735,
  "charge": -1,
  "gap_ev": 4.31
}



Entry 5:
{
  "formula": "C3H7FINO2S",
  "method": "the ωB97M-V functional and the def2-TZVPD basis",
  "symbols": ["C", "C", "C", "I", "N", "S", "O", "O", "F", "H", "H", "H", "H", "H", "H", "H"],
  "positions_angstrom": [[-1.54, 0.55, 1.14], [-0.53, 1.16, 0.16], [-0.14, 0.21, -0.98], [-0.31, 1.23, -2.89], [1.28, -0.21, -0.91], [1.68, -1.37, 0.21], [2.29, -0.76, 1.33], [2.33, -2.44, -0.46], [0.28, -1.89, 0.66], [-1.10, -0.22, 1.76], [-2.41, 0.15, 0.63], [-1.88, 1.34, 1.81], [-0.99, 2.05, -0.27], [0.37, 1.48, 0.67], [-0.83, -0.63, -1.08], [1.51, -0.66, -1.79]],
  "nbo_charge": [-0.61, -0.46, -0.11, 0.09, -0.88, 2.51, -0.89, -0.90, -0.48, 0.22, 0.21, 0.22, 0.23, 0.23, 0.21, 0.41],
  "homo_ha": -0.3715,
  "spin_multiplicity": 1,
  "lumo_ev": -0.0509,
  "gap_ev": 10.06,
  "smiles": "CC[C@@H](I)NS(=O)(=O)F"
}



Per-record energy, eV: -158177.9782 -7829.0137 -80090.6495 -27929.7297 -30462.4388